# 1
# C3H3NO3S

A structure of composition C3H3NO3S at a distorted geometry (ωB97M-V with the def2-TZVPD basis set, OMol25).

```
11
Properties=species:S:1:pos:R:3:forces:R:3:mulliken_charge:R:1
S -1.52206 -0.77441 2.43247 -0.2 -0.5 0.3 -0.32
O 0.77159 -1.68184 0.15900 0.7 -2.1 2.0 -0.59
O -1.66616 0.88884 0.34796 1.8 -0.2 -0.1 -0.26
O 1.23297 0.43982 -1.76784 3.8 -0.8 2.3 -0.57
N -0.77442 1.37374 -0.77526 1.0 2.5 2.7 -0.20
C -0.04625 -0.60775 0.03643 1.4 -0.9 1.7 0.59
C 0.26387 0.40719 -0.80228 -0.3 -1.0 -0.4 0.19
C -1.05696 -0.26821 0.99429 -0.4 2.6 -2.8 0.05
H 0.77634 -2.20633 1.07197 -0.7 2.2 -2.7 0.36
H -0.32961 2.37070 -0.31614 -1.6 -3.3 -1.6 0.33
H 2.35068 0.05825 -1.38059 -5.6 1.5 -1.3 0.42
```
Forces are in eV/Å.

Energy relative to the best compared isomer or geometry (same formula, charge and spin), kJ/mol: 493.4
Charge: 0
Kohn-Sham gap, eV: 8.1
HOMO, eV: -8.581
Total energy, eV: -21622.77472
2S+1: 1

# 2
# C3H3NO3S

The molecule C3H3NO3S at a distorted geometry (ωB97M-V with the def2-TZVPD basis set, OMol25).

```
11
Properties=species:S:1:pos:R:3:forces:R:3:mulliken_charge:R:1
S 3.03520 -0.49204 0.00158 0.7 -0.4 0.1 -0.28
O -3.44174 -0.28020 -0.00956 2.1 -0.5 -0.2 -0.54
O 0.59114 0.20967 0.00386 -1.6 -0.2 0.0 -0.12
O -1.50010 -1.39997 -0.00696 -0.2 -1.5 0.1 -0.48
N -0.25512 1.35497 0.01110 -1.2 -0.4 0.1 -0.49
C -1.50456 1.05449 0.00216 0.7 0.1 0.3 0.07
C 1.86442 0.57132 -0.01363 0.4 1.4 -0.3 0.03
C -2.21808 -0.31680 -0.01702 -1.8 2.1 0.3 0.62
H 1.91029 1.67213 -0.09373 0.4 -0.5 0.1 0.33
H -0.55444 -1.30059 0.16980 0.0 0.5 -0.2 0.49
H -2.17840 1.92616 0.09319 0.4 -0.6 -0.3 0.38
```
Forces are in eV/Å.

Energy relative to the best compared isomer or geometry (same formula, charge and spin), kJ/mol: 284.0
Structure (SMILES): O=C(O)/C=N\OC=S
Charge: 0
Kohn-Sham gap, eV: 9.0
HOMO, eV: -9.675
Total energy, eV: -21624.94460
2S+1: 1

# 3
# C3H3NO4

The molecule C3H3NO4 at a distorted geometry (ωB97M-V with the def2-TZVPD basis set, OMol25).

```
11
Properties=species:S:1:pos:R:3:forces:R:3:mulliken_charge:R:1
O 1.43923 0.67505 -0.82990 1.0 1.6 0.1 -0.39
O 0.63569 2.08468 0.91981 2.5 -0.5 0.1 -0.51
O -0.96946 -1.72632 -0.37478 0.6 0.7 0.4 -0.61
O 1.64171 -1.31113 0.54805 -1.7 1.3 -1.2 -0.53
N -1.55658 0.45159 -0.26307 0.8 0.4 0.2 -0.34
C -0.64685 -0.56031 -0.17690 -1.2 -1.0 -1.0 0.53
C 0.82683 -0.22661 0.06726 1.6 -2.8 3.1 0.82
C 1.19370 1.10378 0.48988 -3.9 0.6 -1.8 0.26
H -2.52010 0.23629 -0.48426 0.4 -0.2 0.0 0.25
H -1.30918 1.42749 -0.12441 0.0 -0.5 0.0 0.17
H 1.26501 -2.15449 0.22830 -0.1 0.5 0.0 0.35
```
Forces are in eV/Å.

Energy relative to the best compared isomer or geometry (same formula, charge and spin), kJ/mol: 247.7
Structure (SMILES): NC(=O)[C@@]1(O)OC1=O
Charge: 0
Kohn-Sham gap, eV: 9.7
HOMO, eV: -10.642
Total energy, eV: -12837.75542
2S+1: 1

# 4
# C3H3NOS

The molecule C3H3NOS at a distorted geometry (ωB97M-V with the def2-TZVPD basis set, OMol25).

```
9
Properties=species:S:1:pos:R:3:forces:R:3:mulliken_charge:R:1
S -2.95787 -0.11662 -0.00742 -0.4 0.3 0.0 -0.32
O -0.57813 1.10569 0.01316 0.0 0.2 -0.1 -0.25
N 1.12849 -0.59036 -0.01298 0.6 -0.9 0.0 -0.39
C 0.86759 0.78601 -0.01164 0.4 0.6 0.0 -0.08
C -1.39755 0.12664 0.01145 2.4 -3.1 0.0 0.31
C 0.18019 -1.38057 0.01053 -2.6 3.7 0.0 -0.12
H 1.29477 1.26022 -0.90699 -0.4 -0.1 0.2 0.26
H 1.29888 1.25296 0.87958 -0.2 -0.1 -0.1 0.25
H 0.16362 -2.44396 0.02430 0.1 -0.7 0.0 0.34
```
Forces are in eV/Å.

Energy relative to the best compared isomer or geometry (same formula, charge and spin), kJ/mol: 260.7
Charge: 0
Kohn-Sham gap, eV: 8.8
HOMO, eV: -8.068
Total energy, eV: -17529.23888
2S+1: 1

# 5
# C3H3NOS

A cluster of 2 separate species, C3H3NOS in total at a distorted geometry (ωB97M-V with the def2-TZVPD basis set, OMol25).

```
9
Properties=species:S:1:pos:R:3:forces:R:3:mulliken_charge:R:1
S -1.50205 1.78332 0.07595 0.8 -1.3 -1.1 -0.32
O -0.91844 -0.83453 -2.44789 -0.6 1.2 -2.9 -0.34
N 1.26631 -3.40542 0.18128 0.6 -0.6 0.0 -0.31
C 0.43440 -2.61703 0.07064 -0.8 0.5 0.5 0.33
C -0.72414 -1.20483 -1.36407 -0.2 -0.1 -1.2 0.21
C -0.55212 -1.61744 -0.13135 1.3 -1.2 2.4 -0.38
H -0.26325 1.11314 -0.00768 -1.4 0.8 0.0 0.16
H -2.02772 1.14724 -1.05717 0.7 0.6 1.1 0.18
H -0.98708 -1.10459 0.70067 -0.4 0.1 1.2 0.47
```
Forces are in eV/Å.

Energy relative to the best compared isomer or geometry (same formula, charge and spin), kJ/mol: 208.8
Charge: 0
Kohn-Sham gap (alpha / beta), eV: 7.1 / 6.6
<S²>: 2.02
HOMO (alpha / beta), eV: -6.706 / -10.179
Total energy, eV: -17527.12726
2S+1: 3

# 6
# C3H3NOS2

The molecule C3H3NOS2 at a distorted geometry (ωB97M-V with the def2-TZVPD basis set, OMol25).

```
10
Properties=species:S:1:pos:R:3:forces:R:3:mulliken_charge:R:1
S 1.91067 -0.99593 -0.27285 -1.8 1.7 0.3 -0.16
S -1.84006 0.91909 -0.29848 -0.9 0.6 -0.4 -0.33
O 2.00558 2.07207 -0.21655 1.5 0.5 -0.3 -0.40
N -1.00365 -1.54922 0.08172 -1.3 0.9 -0.5 -0.39
C -0.72673 -0.23292 -0.07146 -0.2 -1.8 0.4 0.49
C 1.01054 1.57141 0.17940 -1.3 0.0 -0.1 -0.12
C 0.67603 0.12463 -0.04788 3.0 -1.6 -0.1 0.16
H -1.92780 -1.82989 -0.23503 0.4 -0.1 0.4 0.23
H -0.30574 -2.24016 0.25607 0.5 -0.1 -0.2 0.19
H 0.20116 2.16094 0.62506 0.1 0.0 0.4 0.34
```
Forces are in eV/Å.

Energy relative to the best compared isomer or geometry (same formula, charge and spin), kJ/mol: 145.7
Structure (SMILES): NC(=S)C(=S)C=O
Charge: 0
Kohn-Sham gap, eV: 6.8
HOMO, eV: -9.131
Total energy, eV: -28366.32431
2S+1: 1

# 7
# C3H3NOS3

The molecule C3H3NOS3 at a distorted geometry (ωB97M-V with the def2-TZVPD basis set, OMol25).

```
11
Properties=species:S:1:pos:R:3:forces:R:3:mulliken_charge:R:1
S 0.75043 -1.79914 -0.06792 2.5 -1.8 -0.5 -0.14
S -2.14917 -2.04760 -0.05029 -0.1 0.6 0.6 -0.33
S -1.82698 1.34331 -0.15854 -1.3 -1.2 -0.6 -0.12
O 2.99703 -0.22785 -0.22482 -4.0 0.0 -0.7 -0.52
N -0.57377 0.17358 0.20465 -1.5 3.2 0.3 -0.08
C -0.81409 -1.12679 0.22202 0.9 -0.2 -1.6 0.35
C 1.75645 -0.28065 -0.20115 2.2 -0.8 3.0 0.38
C 0.78165 0.80713 0.31195 -0.1 -0.1 -3.0 -0.34
H -2.79410 0.47504 -0.83526 1.8 1.0 1.1 0.15
H 0.89881 1.59459 -0.57099 -0.6 -0.9 2.5 0.34
H 0.97373 1.08838 1.37034 0.2 0.2 -1.0 0.31
```
Forces are in eV/Å.

Energy relative to the best compared isomer or geometry (same formula, charge and spin), kJ/mol: 145.9
Structure (SMILES): O=C1CN(S)C(=S)S1
Charge: 0
Kohn-Sham gap, eV: 8.5
HOMO, eV: -8.993
Total energy, eV: -39200.92912
2S+1: 1

# 8
# C3H3NS

A structure of composition C3H3NS at a distorted geometry (ωB97M-V with the def2-TZVPD basis set, OMol25).

```
8
Properties=species:S:1:pos:R:3:forces:R:3:mulliken_charge:R:1
S -0.38440 -1.39963 0.06583 -0.1 -0.1 -0.8 0.05
N -0.87215 -1.07313 2.19565 1.5 2.0 -2.7 -0.67
C 0.02288 -0.51813 -1.24204 -1.2 -2.1 3.3 -0.15
C 0.67230 1.85719 -1.89039 -1.5 -1.7 0.4 -0.12
C 0.21050 0.77664 -1.54279 1.5 2.5 -0.7 -0.01
H -0.47755 -1.95753 2.43746 0.2 -1.3 0.2 0.24
H 0.00247 -0.50093 2.25529 -0.9 0.0 0.5 0.25
H 0.82594 2.81552 -2.27902 0.5 0.7 -0.2 0.41
```
Forces are in eV/Å.

Energy relative to the best compared isomer or geometry (same formula, charge and spin), kJ/mol: 465.9
Charge: 0
Kohn-Sham gap (alpha / beta), eV: 7.2 / 7.2
HOMO (alpha / beta), eV: -8.551 / -8.514
Total energy, eV: -15478.92808
2S+1: 1

# 9
# C3H3NS2

A structure of composition C3H3NS2 at a distorted geometry (ωB97M-V with the def2-TZVPD basis set, OMol25).

```
9
Properties=species:S:1:pos:R:3:forces:R:3:mulliken_charge:R:1
S 2.62209 0.54437 -0.02956 0.5 0.5 -0.3 -0.32
S -2.57873 0.56038 -0.02364 0.2 0.0 -0.3 -0.32
N 0.00657 1.52198 0.12662 -0.8 -3.5 -1.2 -0.09
C 0.08850 -0.61318 0.03303 -1.8 -1.0 -2.6 -0.21
C -0.97344 0.47351 -0.03618 -0.6 1.2 1.1 0.12
C 1.02712 0.53783 -0.04052 1.2 0.8 1.0 0.12
H 0.02672 -1.18794 0.92104 0.3 0.0 1.3 0.22
H 0.03037 -1.47661 -0.76182 0.4 2.2 0.9 0.23
H -0.15035 2.50257 -0.06443 0.5 0.0 0.0 0.25
```
Forces are in eV/Å.

Energy relative to the best compared isomer or geometry (same formula, charge and spin), kJ/mol: 61.9
Charge: 0
Kohn-Sham gap, eV: 8.5
HOMO, eV: -8.825
Total energy, eV: -26318.64575
2S+1: 1

# 10
# C3H3NS3

A cluster of 2 separate species, C3H3NS3 in total at a distorted geometry (ωB97M-V with the def2-TZVPD basis set, OMol25).

```
10
Properties=species:S:1:pos:R:3:forces:R:3:mulliken_charge:R:1
S -1.09633 1.70992 -1.13366 0.8 0.6 -0.2 -0.27
S 1.99698 1.96592 -1.00870 -0.1 -0.4 -0.1 -0.27
S -0.92751 -1.23884 -1.29961 -1.7 -1.1 -1.6 -0.20
N -0.66770 -0.23208 1.46231 -2.8 0.0 -3.3 -0.37
C -0.32042 -0.75775 0.24131 0.0 -0.2 3.3 -0.02
C 0.46087 1.71570 -1.08390 -0.6 1.1 0.1 0.54
C 0.56873 -1.48859 -0.33496 0.7 0.4 0.0 -0.24
H 0.03039 -0.23502 2.12920 1.0 0.2 1.7 0.19
H 1.59552 -1.56095 -0.54861 0.8 -0.3 -0.2 0.39
H -1.64053 0.12169 1.57662 1.7 -0.4 0.2 0.24
```
Forces are in eV/Å.

Energy relative to the best compared isomer or geometry (same formula, charge and spin), kJ/mol: 335.3
Charge: 0
Kohn-Sham gap, eV: 6.9
HOMO, eV: -6.963
Total energy, eV: -37151.96939
2S+1: 1

# 11
# C3H3O2P

A structure of composition C3H3O2P at a distorted geometry (ωB97M-V with the def2-TZVPD basis set, OMol25).

```
9
Properties=species:S:1:pos:R:3:forces:R:3:mulliken_charge:R:1
P 1.27700 -0.09112 0.05976 -1.0 0.5 1.3 0.85
O 0.01898 -1.05589 0.46184 1.0 0.7 0.7 -0.28
O 2.47070 -0.82126 -0.23140 1.5 -1.2 -0.5 -0.56
C 1.47112 1.62269 0.52013 -4.3 -1.7 -4.2 -0.20
C 0.22618 1.28567 -0.88894 4.6 2.3 3.3 -0.50
C -1.18576 -0.39197 0.10317 2.7 1.6 1.6 -0.55
H -0.76852 0.30421 -0.64173 -2.0 0.1 -1.4 0.56
H -1.67451 0.22719 0.81419 0.1 0.5 1.3 0.35
H -1.83519 -1.07953 -0.19701 -2.6 -2.8 -2.2 0.33
```
Forces are in eV/Å.

Energy relative to the best compared isomer or geometry (same formula, charge and spin), kJ/mol: 901.6
Charge: 0
Kohn-Sham gap (alpha / beta), eV: 7.0 / 7.0
HOMO (alpha / beta), eV: -9.941 / -9.952
Total energy, eV: -16533.29133
2S+1: 1

# 12
# C3H3O2P

The molecule C3H3O2P at a distorted geometry (ωB97M-V with the def2-TZVPD basis set, OMol25).

```
9
Properties=species:S:1:pos:R:3:forces:R:3:mulliken_charge:R:1
P -1.70442 0.41810 2.14074 -1.6 0.0 0.2 -0.10
O 1.26665 1.41811 3.50437 1.0 0.4 -0.3 -0.37
O 1.32932 0.76209 1.29801 1.6 0.9 -0.2 -0.21
C 0.86268 0.97752 2.49005 -1.1 -0.7 0.7 0.28
C 0.48147 0.17705 0.33788 0.2 -2.7 -3.5 -0.16
C -1.00736 0.03587 0.70128 2.4 1.0 1.3 -0.29
H -1.67872 -0.42263 0.04516 -0.5 -0.8 -1.5 0.39
H 0.96043 -0.95051 0.12061 -1.4 2.8 0.6 0.22
H 0.69019 0.71892 -0.71361 -0.7 -0.9 2.5 0.25
```
Forces are in eV/Å.

Energy relative to the best compared isomer or geometry (same formula, charge and spin), kJ/mol: 71.0
Charge: 0
Kohn-Sham gap (alpha / beta), eV: 6.5 / 8.1
<S²>: 2.01
HOMO (alpha / beta), eV: -6.462 / -9.880
Total energy, eV: -16537.94306
2S+1: 3